Record 1
15
Properties=species:S:1:pos:R:3:lowdin_charge:R:1 method="wB97M-V/def2-TZVPD" e_tot_ev=-8737.10250 fmax_ev_per_a=1.47 e_homo_ha=-0.3409 homo_lumo_gap_ev=10.183 smiles="[H]/N=C/N.NCO"
H 0.98667 -1.74752 -1.84560 0.0480
N 0.30624 -1.54115 -1.11896 0.0501
C 0.70639 -2.09004 -0.02295 -0.3488
N 0.28102 -1.72485 1.21267 0.0804
H 1.25626 -3.04038 -0.04724 0.1175
H 0.90483 -1.66736 1.99449 0.0922
H -0.57618 -1.20131 1.29892 0.0841
N 0.11362 2.69349 -0.48375 0.0142
C -0.28624 1.70160 0.47032 -0.3856
O -1.13735 0.69622 -0.02567 -0.1208
H -0.67227 3.05923 -1.00762 0.0668
H 0.71925 2.39207 -1.23772 0.0634
H 0.58672 1.22256 0.93051 0.1000
H -0.77599 2.13816 1.33506 0.1074
H -0.72581 0.06342 -0.66402 0.0311

=====

Record 2
26
Properties=species:S:1:pos:R:3:lowdin_charge:R:1 method="wB97M-V/def2-TZVPD" total_charge=+1 e_tot_ev=-20855.85986 fmax_ev_per_a=6.03 e_homo_ha="-0.4306 / -0.4346" homo_lumo_gap_ev="6.760 / 6.820"
C 2.98311 2.85816 2.57451 0.0078
C 1.64092 2.98710 2.88866 0.0201
C 2.99640 1.81190 1.69769 -0.0006
C -0.36529 1.58524 2.38317 0.1586
C 0.06219 0.35649 0.18433 -0.0473
C -2.39344 -1.39508 0.01798 -0.1571
C 0.33379 -2.47659 -1.44719 -0.1803
C -1.37585 0.45008 -2.15897 -0.1911
N 0.86049 2.01788 2.24720 -0.1381
N 1.75929 1.26930 1.48675 -0.0437
N 1.29243 0.33062 0.60015 0.0124
Si -0.73282 -0.91187 -0.94221 0.6093
H 3.82600 3.41318 2.80571 0.1088
H 1.28262 3.57844 3.75687 0.1599
H 3.70397 1.40523 1.03101 0.1264
H -1.28444 2.33827 2.38056 0.1104
H -2.54956 -2.30278 0.57051 0.0144
H -2.30403 -0.71060 0.98921 0.0631
H -3.23647 -1.15923 -0.48081 -0.0314
H 1.19069 -2.10107 -1.95030 -0.0146
H 0.60473 -3.22245 -0.64637 0.0532
H -0.24040 -2.96270 -2.29834 0.0543
H -2.04421 0.24346 -2.93513 0.0017
H -2.03338 1.23129 -1.69110 0.0553
H -0.40386 1.01513 -2.38972 0.0484
H 2.15858 -0.11337 0.19094 0.2003

=====

Record 3
12
Properties=species:S:1:pos:R:3:lowdin_charge:R:1 method="wB97M-V/def2-TZVPD" e_tot_ev=-7325.01194 fmax_ev_per_a=2.76 e_homo_ha=-0.3649 homo_lumo_gap_ev=10.867 smiles=C#CC[C@H]1CO1
C 2.26274 0.57059 -0.19623 0.1434
C 1.31876 -0.09222 0.15139 -0.1762
C 0.27653 -1.11767 0.36418 -0.1232
C -0.74235 0.00006 0.53533 -0.1780
C -1.40277 0.64801 -0.57214 -0.2715
O -2.39072 0.15533 0.25850 -0.0622
H 3.19393 0.97956 -0.51092 0.0323
H 0.45744 -1.78713 1.23212 0.1282
H 0.26365 -1.72506 -0.55299 0.1282
H -0.56866 0.46771 1.49784 0.1390
H -1.29785 0.09606 -1.51345 0.1235
H -1.28365 1.72433 -0.68453 0.1165

=====

Record 4
25
Properties=species:S:1:pos:R:3:lowdin_charge:R:1 method="wB97M-V/def2-TZVPD" e_tot_ev=-13085.25114 fmax_ev_per_a=3.78 e_homo_ha=-0.3118 homo_lumo_gap_ev=9.456 smiles=CN[C@@H]1CCCO[C@H]1OC
C 1.45389 -1.99842 1.75327 -0.0843
N 1.55465 -0.93815 0.67661 -0.0778
C 0.54136 -0.72408 -0.28404 -0.3045
C 1.14713 0.02787 -1.53500 -0.1206
C 1.19599 1.52942 -1.35037 -0.1770
C -0.12511 2.03070 -0.80700 -0.1715
O -0.48159 1.38014 0.42480 -0.0772
C -0.68758 -0.00939 0.33303 -0.3556
O -1.84172 -0.21445 -0.48490 -0.1316
C -3.09721 -0.07670 0.38924 -0.0135
H 0.45736 -2.50858 1.77515 0.0892
H 2.28848 -2.72170 1.71962 0.0771
H 1.40403 -1.61964 2.69958 0.0266
H 1.78264 0.00923 1.08910 0.1343
H 0.26330 -1.67065 -0.52500 0.1109
H 2.14808 -0.39478 -1.80917 0.1285
H 0.44381 -0.17100 -2.33626 0.1076
H 2.02168 1.66086 -0.66025 0.1029
H 1.50805 2.08809 -2.25479 0.1238
H -0.80423 1.88195 -1.53847 0.0797
H -0.23866 3.08841 -0.51673 0.1370
H -0.83283 -0.37299 1.34693 0.1462
H -2.84293 0.62654 1.28320 0.1198
H -3.95023 0.13346 -0.22438 0.0672
H -3.30838 -1.03614 0.83581 0.0628

=====

Record 5
31
Properties=species:S:1:pos:R:3:mulliken_spin:R:1 method="wB97M-V/def2-TZVPD" total_charge=+1 e_tot_ev=-113924.13575 fmax_ev_per_a=4.70 e_homo_ha="-0.3911 / -0.3766" homo_lumo_gap_ev="7.128 / 7.043" spin_multiplicity=2 s_squared=0.757
C 0.45218 0.09496 -2.12758 -0.0240
C -0.80027 -0.59384 -2.05424 0.0152
C -0.53843 -1.91887 -1.61398 -0.0159
C 0.87261 -2.04415 -1.41181 0.0356
C 1.48300 -0.78939 -1.68064 0.0024
V 0.10152 -0.52102 -0.22493 0.9666
P -0.54491 2.02677 0.33859 0.0137
H 0.59285 1.11677 -2.44014 -0.0008
H -1.77611 -0.18730 -2.26410 -0.0004
H -1.26735 -2.70792 -1.47690 -0.0049
H 2.53394 -0.55588 -1.56318 0.0131
H 1.38591 -2.95484 -1.14392 -0.0043
H -1.50955 2.41349 1.32131 -0.0021
H -1.01675 2.85826 -0.72394 0.0008
H 0.52876 2.87093 0.76269 0.0056
C -2.21312 -0.09034 3.20654 0.0007
N -0.85825 -0.09563 3.73723 -0.0020
C -0.39939 0.64558 4.82779 0.0002
C 0.92115 0.36623 4.97138 0.0007
N 1.26479 -0.54343 3.97077 0.0047
C 2.58887 -1.08613 3.72609 -0.0019
C 0.16887 -0.81938 3.21162 0.0065
Se 0.09203 -2.03497 1.77162 -0.0087
H -2.92765 -0.39827 3.97979 -0.0003
H -2.26927 -0.80358 2.37345 -0.0007
H -2.48001 0.90883 2.84361 0.0002
H -1.04800 1.29263 5.38778 0.0002
H 1.64173 0.72121 5.68644 -0.0001
H 3.30443 -0.27562 3.54075 -0.0014
H 2.93189 -1.67724 4.58509 -0.0003
H 2.53934 -1.73254 2.84242 0.0018

=====

Record 6
96
Properties=species:S:1:pos:R:3:mulliken_spin:R:1 method="wB97M-V/def2-TZVPD" total_charge=-2 e_tot_ev=-140604.02332 fmax_ev_per_a=4.54 e_homo_ha="-0.0081 / -0.0413" homo_lumo_gap_ev="4.251 / 5.152" spin_multiplicity=11 s_squared=30.007
Mn 21.53857 -9.75084 8.55712 4.7087
Mn 20.76782 -6.87107 7.47636 4.6992
P 19.58167 -8.81989 6.67334 -0.1405
O 18.91442 -10.14605 6.37066 0.0183
O 19.83282 -8.54074 8.22175 -0.0605
O 19.15303 -7.43913 6.12707 0.1700
O 21.19411 -8.82535 6.59083 0.1647
P 22.69710 -7.73982 9.81567 0.0197
O 21.94672 -6.58378 9.04187 0.0614
O 23.36719 -8.80146 8.85318 0.0635
O 21.58244 -8.77011 10.35473 0.0849
O 23.33498 -7.25182 11.07439 0.0076
C 23.50219 -6.15814 6.32593 0.0163
O 22.12642 -5.84555 6.14540 0.0248
C 21.80903 -4.47551 5.98909 0.0076
C 20.31815 -4.26864 6.20555 0.0083
N 19.94616 -4.71562 7.56610 0.0228
C 18.53445 -4.61641 7.86044 -0.0070
C 17.97286 -3.19691 7.83920 0.0072
O 18.79647 -2.35587 8.61212 0.0008
C 18.21686 -1.10156 8.84592 -0.0006
H 23.85991 -5.78308 7.28863 -0.0009
H 24.09739 -5.74614 5.49921 0.0015
H 23.59177 -7.24200 6.34754 -0.0050
H 22.15562 -4.13423 5.00537 -0.0003
H 22.36414 -3.90168 6.74946 -0.0033
H 19.72813 -4.81206 5.46550 -0.0237
H 20.14444 -3.18749 6.07650 0.0000
H 20.52616 -4.21924 8.23522 0.0145
H 18.40420 -4.99831 8.87746 0.0169
H 17.94539 -5.24166 7.19032 -0.0066
H 16.95769 -3.22947 8.25891 0.0000
H 17.89447 -2.86053 6.79194 0.0004
H 17.25267 -1.17181 9.36674 0.0002
H 18.05427 -0.54476 7.90894 0.0000
H 18.90964 -0.52341 9.45723 0.0000
C 19.88595 -13.32142 12.63317 0.0010
O 19.68111 -13.13765 11.26780 0.0004
C 19.38988 -11.77356 10.96993 0.0343
C 19.05652 -11.59308 9.51644 0.0251
N 20.26700 -11.54245 8.65995 0.0910
C 21.01074 -12.79500 8.52557 -0.0065
C 22.13152 -12.57820 7.49408 0.0360
O 22.80567 -11.37330 7.77199 0.0339
C 23.79492 -11.05995 6.80909 0.0184
H 19.00918 -12.98721 13.20669 -0.0001
H 20.76912 -12.77425 12.99495 -0.0001
H 20.07055 -14.38359 12.80381 0.0000
H 20.25376 -11.13725 11.21247 0.0007
H 18.54505 -11.42741 11.58370 0.0021
H 18.62608 -10.59175 9.43646 -0.0014
H 18.35213 -12.34602 9.14545 -0.0024
H 19.82590 -11.35223 7.75454 -0.0938
H 20.36237 -13.61013 8.17578 -0.0008
H 21.43017 -13.07983 9.48985 -0.0205
H 21.63075 -12.53990 6.50945 -0.0042
H 22.83527 -13.41965 7.45235 0.0017
H 23.33147 -10.75369 5.86544 -0.0050
H 24.48822 -11.89941 6.65163 -0.0002
H 24.37813 -10.23244 7.20806 0.0018
C 15.80487 -8.73722 6.98293 0.0017
O 16.49075 -9.76121 7.65047 -0.0003
H 14.77276 -8.69371 7.33589 0.0000
H 16.26655 -7.75824 7.16998 -0.0019
H 15.79941 -8.88870 5.89483 -0.0004
H 17.31407 -9.90358 7.14626 -0.0018
C 17.31961 -7.44811 10.13200 -0.0050
O 18.67036 -7.69258 10.46395 -0.0072
H 17.22738 -6.96304 9.15306 0.0015
H 16.72507 -8.37818 10.09545 0.0003
H 16.85995 -6.85460 10.93040 0.0002
H 19.06223 -8.09994 9.65066 0.0455
C 17.04502 -6.86896 3.62105 0.0014
O 17.21690 -6.16318 4.82824 -0.0016
H 16.73461 -6.14942 2.85954 0.0000
H 17.95828 -7.39431 3.33295 -0.0009
H 16.26493 -7.63679 3.72321 -0.0003
H 17.93206 -6.60604 5.33201 -0.0153
C 16.65510 -10.85562 3.76707 0.0001
O 17.84955 -10.09760 3.71144 0.0001
H 16.55095 -11.36512 4.72787 0.0000
H 15.78438 -10.21076 3.59849 0.0000
H 16.66430 -11.61699 2.97846 0.0001
H 18.22574 -10.08733 4.60845 -0.0021
C 19.39313 -12.97073 4.63827 -0.0003
O 18.66764 -12.78702 5.84094 0.0006
H 18.77295 -12.78065 3.75582 0.0001
H 20.26276 -12.30601 4.59739 -0.0004
H 19.74335 -14.00455 4.61692 0.0001
H 18.64207 -11.83198 6.02148 -0.0048
C 21.25695 -8.15070 3.20842 -0.0045
O 22.01321 -9.00944 4.04552 0.0002
H 21.69128 -8.20140 2.20406 -0.0001
H 20.21300 -8.47686 3.14382 0.0007
H 21.31664 -7.10789 3.54201 -0.0004
H 21.64845 -8.89070 4.95963 0.0124